[1]
DFT (the ωB97M-V functional and the def2-TZVPD basis) results for C4H7NO as an isolated structure.

Structure (XYZ):
```
13
Properties=species:S:1:pos:R:3:forces:R:3
O -1.515 -0.778 -0.601 -0.028 -0.114 -0.183
C -0.448 0.105 -0.123 0.070 0.192 -0.079
C -1.607 0.983 -0.333 0.079 -0.030 0.215
N 1.584 -0.260 0.412 0.094 0.003 0.065
C 0.291 -0.357 1.134 -0.224 0.023 0.158
C 0.903 0.143 -0.842 -0.084 0.086 -0.212
H -1.518 -0.759 -1.570 0.016 -0.012 0.163
H 2.163 0.482 0.775 0.083 0.001 0.033
H -2.178 0.960 0.613 0.059 -0.029 -0.154
H 0.048 -1.381 1.432 0.021 0.096 -0.004
H 0.172 0.310 1.999 0.057 -0.116 -0.187
H 1.165 1.134 -1.236 -0.084 -0.190 0.106
H 1.028 -0.601 -1.640 -0.059 0.091 0.078
```
Positions in Å, forces in eV/Å.

The calculation puts the HOMO-LUMO gap at 9.28 eV. The total energy comes out at -7793.90070 eV. The strongest force on any atom comes out at 0.27 eV/A. As for the HOMO energy: -8.48 eV. As for the charge: 0.

[2]
DFT (the ωB97M-V functional and the def2-TZVPD basis) results for one molecule with the formula C4H7NO.

Structure (XYZ):
```
13
Properties=species:S:1:pos:R:3:forces:R:3
C 1.525 0.661 -1.818 1.703 -2.654 -2.625
O 0.331 0.798 -1.153 -1.857 0.351 -2.116
C 0.240 0.397 0.039 -2.964 0.187 5.812
N 0.763 0.148 1.166 1.329 -0.371 -0.876
C -0.739 0.199 1.217 1.685 -0.104 -4.281
C -1.521 -1.040 1.229 1.319 -1.705 1.564
H 1.452 0.635 -3.004 -0.681 -0.717 2.502
H 2.059 -0.249 -1.376 -0.271 1.402 -1.012
H 2.026 1.553 -1.740 1.878 1.935 0.877
H -1.192 0.982 1.729 -0.278 1.779 0.736
H -2.252 -1.159 0.462 -0.994 0.442 -0.243
H -1.913 -1.073 2.288 -0.023 -0.945 -1.254
H -0.779 -1.852 0.962 -0.847 0.400 0.917
```
Positions in Å, forces in eV/Å.

The calculation puts the HOMO-LUMO gap at 9.81 eV. The SMILES is COC1=N[C@@H]1C. The total energy comes out at -7795.48919 eV. The strongest force on any atom comes out at 6.53 eV/A. As for the HOMO energy: -8.94 eV. As for the charge: 0.

[3]
DFT (the ωB97M-V functional and the def2-TZVPD basis) results for one molecule with the formula C4H7NO.

Structure (XYZ):
```
13
Properties=species:S:1:pos:R:3:forces:R:3
C 1.193 -0.106 1.402 0.134 0.054 0.356
N 0.930 -1.294 0.611 -0.260 -0.126 -0.055
C 1.015 -0.009 -0.078 0.109 0.345 -0.079
C -0.108 0.955 -0.221 0.238 0.043 0.455
C -1.547 0.237 -1.175 -0.201 -0.013 -0.304
O -1.322 0.349 0.215 0.178 0.111 -0.057
H 0.376 0.303 1.997 0.181 -0.140 -0.011
H 2.183 0.017 1.828 -0.082 -0.147 -0.096
H -0.049 -1.551 0.723 0.049 0.027 -0.005
H 1.902 0.135 -0.690 -0.237 0.079 0.109
H -0.681 0.970 -1.556 -0.344 -0.310 -0.514
H -2.457 0.764 -1.473 0.120 -0.134 0.016
H -1.434 -0.770 -1.584 0.114 0.212 0.186
```
Positions in Å, forces in eV/Å.

The calculation puts the HOMO-LUMO gap at 9.29 eV. The total energy comes out at -7793.37697 eV. The strongest force on any atom comes out at 0.69 eV/A. As for the HOMO energy: -8.38 eV. As for the charge: 0.

[4]
DFT (the ωB97M-V functional and the def2-TZVPD basis) results for one molecule with the formula C4H7NO.

Structure (XYZ):
```
13
Properties=species:S:1:pos:R:3:forces:R:3
C -0.552 1.485 1.152 -0.047 0.065 -0.007
C -0.082 0.796 -0.104 -0.126 0.065 -0.118
O -0.095 1.283 -1.203 -0.041 -0.164 0.331
N 0.350 -0.541 0.108 0.065 0.105 0.090
C 0.826 -1.362 -1.026 0.188 -0.030 0.026
C -0.485 -1.852 -0.530 -0.064 0.127 -0.264
H -1.051 2.414 0.875 0.096 -0.126 0.052
H -1.246 0.837 1.697 0.104 0.078 -0.065
H 0.292 1.715 1.811 -0.082 -0.068 -0.116
H 1.734 -1.915 -0.780 -0.174 0.041 0.005
H 0.933 -0.738 -1.916 -0.046 -0.133 0.115
H 0.628 -0.792 1.047 -0.004 0.077 -0.156
H -1.251 -1.332 -1.132 0.131 -0.037 0.107
```
Positions in Å, forces in eV/Å.

The calculation puts the HOMO-LUMO gap at 8.65 eV. The total energy comes out at -7795.68968 eV. The strongest force on any atom comes out at 0.37 eV/A. As for the HOMO energy: -7.95 eV. As for the charge: 0.

Copy entry 4 word for word.
DFT (the ωB97M-V functional and the def2-TZVPD basis) results for one molecule with the formula C4H7NO.

Structure (XYZ):
```
13
Properties=species:S:1:pos:R:3:forces:R:3
C -0.552 1.485 1.152 -0.047 0.065 -0.007
C -0.082 0.796 -0.104 -0.126 0.065 -0.118
O -0.095 1.283 -1.203 -0.041 -0.164 0.331
N 0.350 -0.541 0.108 0.065 0.105 0.090
C 0.826 -1.362 -1.026 0.188 -0.030 0.026
C -0.485 -1.852 -0.530 -0.064 0.127 -0.264
H -1.051 2.414 0.875 0.096 -0.126 0.052
H -1.246 0.837 1.697 0.104 0.078 -0.065
H 0.292 1.715 1.811 -0.082 -0.068 -0.116
H 1.734 -1.915 -0.780 -0.174 0.041 0.005
H 0.933 -0.738 -1.916 -0.046 -0.133 0.115
H 0.628 -0.792 1.047 -0.004 0.077 -0.156
H -1.251 -1.332 -1.132 0.131 -0.037 0.107
```
Positions in Å, forces in eV/Å.

The calculation puts the HOMO-LUMO gap at 8.65 eV. The total energy comes out at -7795.68968 eV. The strongest force on any atom comes out at 0.37 eV/A. As for the HOMO energy: -7.95 eV. As for the charge: 0.